Density functional theory data (wB97M-V/def2-TZVPD) for a 2-piece molecular cluster, C3H5ClO2P overall.

## Properties
- Net charge: -1
- ΔE to the lowest compared entry with this formula, charge and spin: 118.67 kJ/mol
- Strongest force on any atom: 3.901 eV Å⁻¹
- Highest occupied orbital energy: -4.20 eV

Positions of all 12 atoms, in Å:
C 0.21 0.12 -0.15
O -1.50 1.70 1.46
Cl -1.25 -2.45 -0.30
O -1.64 2.11 -1.09
C 0.88 -0.37 1.07
H 0.69 0.28 1.95
P -1.14 1.32 0.05
H 1.12 -0.95 -1.70
C 0.47 -0.18 -1.39
H 0.55 -1.40 1.23
H 1.89 -0.27 1.12
H -0.27 0.08 -2.25


Density functional theory data (wB97M-V/def2-TZVPD) for C3H5ClOS as an isolated structure.

## Properties
- ΔE to the lowest compared entry with this formula, charge and spin: 308.13 kJ/mol
- Strongest force on any atom: 6.830 eV Å⁻¹
- Highest occupied orbital energy: -10.29 eV

Positions of all 11 atoms, in Å:
H -2.54 -0.55 -0.23
H 2.01 0.16 -0.14
C -0.26 -0.99 0.57
H -0.20 0.54 1.99
Cl 1.07 2.01 -1.32
C -0.11 0.49 0.84
S -1.89 -1.78 0.22
H -0.79 1.33 0.30
O 0.89 -1.62 0.69
C 1.16 1.14 0.30
H 1.69 2.03 1.17


Density functional theory data (wB97M-V/def2-TZVPD) for one molecule with the formula C3H5ClS.

## Properties
- ΔE to the lowest compared entry with this formula, charge and spin: 373.32 kJ/mol
- Strongest force on any atom: 9.192 eV Å⁻¹
- Highest occupied orbital energy: -9.00 eV
- SMILES string: S[C@H]1C[C@@H]1Cl

Positions of all 10 atoms, in Å:
H 0.68 1.82 -0.88
C -0.50 0.13 -0.39
H 0.07 0.17 -1.48
H -0.36 2.33 0.47
C 0.22 1.34 -0.02
Cl -2.13 -0.35 0.00
C 0.51 0.12 0.72
S 1.98 -0.46 -0.19
H 0.11 -0.35 1.65
H 2.69 -0.06 1.28


Density functional theory data (wB97M-V/def2-TZVPD) for a 2-piece molecular cluster, C3H5ClS overall.

## Properties
- ΔE to the lowest compared entry with this formula, charge and spin: 73.50 kJ/mol
- Strongest force on any atom: 0.310 eV Å⁻¹
- Highest occupied orbital energy: -8.75 eV
- SMILES string: C=C1CS1.Cl

Positions of all 10 atoms, in Å:
H -1.52 -0.65 -0.18
H 1.69 1.16 1.73
H -1.73 0.24 1.42
C -1.13 0.03 0.55
Cl -0.89 -3.41 -2.38
C 0.04 0.60 0.39
S 1.40 0.65 -0.69
C 1.07 1.48 0.91
H 0.92 2.55 0.83
H 0.13 -2.65 -2.57


Density functional theory data (wB97M-V/def2-TZVPD) for one molecule with the formula C3H5ClS.

## Properties
- ΔE to the lowest compared entry with this formula, charge and spin: 40.78 kJ/mol
- Strongest force on any atom: 3.792 eV Å⁻¹
- Highest occupied orbital energy: -8.82 eV
- SMILES string: CC(=S)CCl

Positions of all 10 atoms, in Å:
C -0.72 0.74 0.81
Cl -1.83 1.14 -0.48
H -1.26 -0.03 1.42
H 1.52 -1.19 -1.02
C 0.54 0.29 -0.05
H -0.58 1.72 1.40
H 0.43 -1.99 0.21
H -0.15 -1.07 -1.27
C 0.59 -1.10 -0.49
S 1.47 1.48 -0.52


Density functional theory data (wB97M-V/def2-TZVPD) for a 2-piece molecular cluster, C3H5ClS overall.

## Properties
- ΔE to the lowest compared entry with this formula, charge and spin: 242.19 kJ/mol
- Strongest force on any atom: 3.611 eV Å⁻¹
- Highest occupied orbital energy: -9.36 eV
- SMILES string: ClC1=CC1.S

Positions of all 10 atoms, in Å:
H 1.05 1.51 -0.45
S -2.57 -0.78 -2.19
C 1.23 -0.48 0.51
C 0.72 0.93 0.47
H 2.56 0.46 2.05
H -2.22 -1.34 -1.01
Cl 1.16 -2.01 -0.17
H -0.35 1.27 0.92
C 1.75 0.30 1.43
H -3.33 0.13 -1.56


Sequential Kohn-Sham gap output: 7.507; 10.422; 9.214; 9.385; 8.653; 10.135 eV